Below is a cluster of 2 separate species, C30H45Si4 in total in a non-equilibrium geometry, with properties calculated with ωB97M-V with the def2-TZVPD basis set.

```
79
Properties=species:S:1:pos:R:3:forces:R:3:lowdin_charge:R:1
C -1.263 -9.491 11.988 0.0 0.0 0.0 -0.202
Si -1.781 -8.006 10.935 -0.8 -0.1 -0.2 0.355
C -2.504 -8.502 9.274 -0.1 -0.1 0.1 -0.203
C -2.926 -6.815 11.838 0.1 -0.1 0.1 -0.190
Si 0.377 -7.321 10.742 -0.1 1.1 0.1 0.765
H 0.196 -3.883 9.284 0.2 -1.5 1.2 0.091
Si 1.225 -6.099 12.529 0.4 0.5 0.7 0.365
C 1.610 -7.538 13.684 0.0 -0.1 0.0 -0.201
C 2.799 -5.168 12.062 -0.1 -0.1 -0.1 -0.203
C 0.002 -4.931 13.357 -0.1 0.0 -0.2 -0.199
Si 1.914 -8.404 9.473 0.4 -0.7 -1.1 0.364
C 2.491 -9.577 10.845 0.3 0.2 -0.1 -0.204
C 1.067 -9.469 8.156 0.2 0.0 0.1 -0.188
C 3.255 -7.300 8.754 0.2 0.0 0.2 -0.179
H -2.183 -10.056 12.195 0.3 0.0 0.1 0.056
H -0.552 -10.148 11.467 -0.3 0.1 0.1 0.028
H -0.803 -9.194 12.940 -0.3 -0.1 -0.2 0.023
H -3.551 -8.803 9.439 0.3 0.1 -0.1 0.047
H -2.499 -7.663 8.565 -0.1 -0.1 0.2 0.033
H -1.977 -9.341 8.803 -0.1 0.2 0.2 0.021
H -3.913 -7.294 11.939 0.3 0.2 0.0 0.048
H -2.569 -6.554 12.843 -0.1 -0.1 -0.3 0.022
H -3.060 -5.877 11.281 0.0 -0.3 0.1 0.031
H 2.093 -7.120 14.575 -0.1 -0.1 -0.1 0.053
H 0.703 -8.065 14.004 0.2 0.1 0.0 0.025
H 2.285 -8.278 13.243 -0.1 0.2 0.2 0.011
H 3.142 -4.597 12.938 -0.1 -0.1 -0.2 0.046
H 3.616 -5.832 11.748 -0.2 0.1 0.1 0.027
H 2.612 -4.456 11.246 0.1 -0.1 0.2 0.032
H 0.524 -4.377 14.152 -0.1 -0.1 -0.2 0.047
H -0.400 -4.196 12.647 0.1 -0.1 0.2 0.035
H -0.848 -5.453 13.816 0.2 0.1 -0.1 0.023
H 3.036 -10.386 10.337 -0.1 0.1 0.2 0.053
H 3.165 -9.093 11.560 -0.1 -0.1 -0.2 0.029
H 1.659 -10.017 11.406 0.2 0.0 -0.1 0.022
H 1.681 -10.369 8.009 -0.2 0.1 0.0 0.046
H 0.062 -9.788 8.454 0.2 0.0 0.0 0.012
H 0.973 -8.965 7.190 0.1 -0.1 0.2 0.012
H 4.021 -7.956 8.308 -0.2 0.2 0.1 0.052
H 2.895 -6.615 7.975 0.0 -0.3 0.1 0.022
H 3.750 -6.675 9.510 -0.1 -0.3 -0.1 0.024
C 3.905 -0.698 4.105 -0.4 -0.2 0.1 -0.076
C 2.896 -0.202 4.947 0.5 -0.4 0.2 -0.070
C 2.232 -1.073 5.820 0.0 -0.4 -0.3 -0.021
C 2.484 -2.467 5.784 0.8 0.1 -0.1 -0.187
C 1.635 -3.429 6.540 -0.1 0.7 1.2 -0.128
C 1.144 -2.972 7.729 0.1 -0.4 -0.8 -0.041
C -0.122 -3.423 8.387 -0.1 0.0 -0.5 -0.165
C -1.068 -2.366 8.892 0.4 0.0 0.2 -0.226
C -2.319 -2.797 9.367 0.3 0.5 -0.5 -0.058
C -3.277 -1.842 9.671 -0.2 0.2 0.1 -0.086
C -2.960 -0.476 9.552 0.4 -0.1 0.0 -0.082
C -1.651 -0.075 9.226 -0.4 0.0 0.1 -0.067
C -0.678 -1.034 8.935 -0.8 0.2 -0.2 -0.040
C 1.252 -4.746 5.964 -0.4 -0.1 -0.7 -0.149
C 0.680 -5.765 6.760 -0.1 0.0 -0.1 -0.077
C 0.027 -6.852 6.179 0.3 -0.2 -0.4 -0.102
C 0.146 -7.108 4.804 0.1 0.4 0.1 -0.072
C 0.863 -6.194 4.021 0.0 0.0 0.1 -0.063
C 1.353 -5.003 4.575 -0.3 -0.2 0.3 -0.014
C 3.538 -2.927 4.983 0.0 0.2 0.0 -0.065
C 4.227 -2.065 4.138 0.1 0.5 0.0 -0.075
H 4.432 -0.021 3.427 -0.2 -0.3 0.2 0.106
H 2.646 0.862 4.938 0.1 -0.4 0.1 0.107
H 1.505 -0.678 6.534 0.0 -0.2 -0.5 0.100
H 1.723 -2.200 8.251 -0.5 0.1 -0.5 0.119
H -0.707 -4.110 7.742 0.5 0.3 0.5 0.124
H -2.537 -3.872 9.404 0.0 0.5 -0.1 0.104
H -4.283 -2.172 9.968 0.5 0.4 -0.1 0.109
H -3.739 0.269 9.703 0.2 -0.1 0.1 0.102
H -1.389 0.987 9.150 -0.2 -0.4 0.2 0.110
H 0.344 -0.750 8.663 -0.6 0.0 0.1 0.097
H 0.723 -5.711 7.856 -0.2 0.2 -0.5 0.087
H -0.566 -7.529 6.795 0.3 0.1 -0.1 0.085
H -0.314 -8.000 4.357 0.2 0.5 0.2 0.112
H 1.011 -6.392 2.954 -0.1 0.1 0.4 0.112
H 1.794 -4.249 3.919 -0.2 -0.3 0.2 0.113
H 3.834 -3.975 5.057 -0.2 0.3 -0.2 0.119
H 5.021 -2.456 3.498 -0.2 0.2 0.3 0.108
```
Forces are in eV/Å.

The value obtained for the HOMO-LUMO gap is 5.049 eV. The total charge is +1. For the total energy, the calculation gives -2327.8869 a.u. The max |F| is 1.92 eV/Å.